Below is 2 unconnected molecules or ions with the total composition H4O2 at a distorted geometry, with properties calculated with ωB97M-V with the def2-TZVPD basis set.

**Total energy**: -152.87084 hartree
**SMILES**: O.O
**HOMO level**: -10.742 eV
**Energy above the lowest of the compared OMol25 structures with the same formula, charge and spin**: 10.8 kJ/mol
**Multiplicity**: 1
**Total charge**: 0

Bonds (Å) are listed after each position.
Cartesian coordinates (Å):
1 H -1.1614 1.4859 0.3916  O5 0.943
2 H -1.5088 0.3835 -0.5959  O5 1.004
3 H 1.4330 -1.4069 0.4995  O6 0.997
4 H 0.6860 -0.2386 -0.1699  O6 0.985
5 O -0.9146 0.5998 0.1836  H1 0.943, H2 1.004
6 O 1.4659 -0.8237 -0.3090  H3 0.997, H4 0.985

Charges computed using Mulliken, reported in e: number 1, H, carries 0.3173; number 2, H, carries 0.3387; number 3, H, carries 0.3132; number 4, H, carries 0.3982; number 5, O, carries -0.6970; number 6, O, carries -0.6704